DFT (the ωB97M-V functional and the def2-TZVPD basis) results for 4 unconnected molecules or ions with the total composition H8O4 at a distorted geometry.

Element x y z (Å)
O1 -0.7897 -1.2267 1.0882
H1 -0.6927 -0.3587 0.7632
H2 0.0453 -1.5987 0.8012
O2 -0.7267 -0.0827 -2.2498
H3 -1.6637 -0.1567 -2.4988
H4 -0.2197 -0.4877 -2.9208
O3 -0.2047 1.1743 0.2082
H5 -0.3317 0.9673 -0.7058
H6 -0.4827 2.0653 0.2952
O4 1.9423 0.1353 1.9082
H7 1.6813 -0.6977 2.2182
H8 1.4423 0.2663 1.0922

## Properties
**SMILES string**: O.O.O.O
**HOMO**: -10.745 eV
**Energy**: -305.7450 hartree
**Energy relative to the best compared isomer or geometry (same formula, charge and spin)**: 21.4 kcal per mole

***

DFT (the ωB97M-V functional and the def2-TZVPD basis) results for 6 unconnected molecules or ions with the total composition CH14N2O5 at a distorted geometry.

Element x y z (Å)
H1 2.5003 1.0571 0.3858
N1 1.8163 1.7612 0.2081
C1 0.9482 1.4224 -0.6799
N2 -0.3141 2.1023 -0.7745
H2 1.1171 0.4565 -1.3281
H3 -0.7461 1.6762 -1.5396
H4 -0.4654 3.0489 -0.6795
O1 1.2056 -2.0256 0.3140
H5 1.5680 -2.7843 0.8200
H6 1.3482 -1.2682 0.8838
O2 -1.2272 -1.9265 -0.2795
H7 -1.3274 -2.7540 -0.6874
H8 -0.1885 -1.9100 -0.0993
O3 1.0792 -0.1007 2.1691
H9 1.1815 0.7150 2.6788
H10 0.1112 -0.1390 2.0297
O4 -1.3155 -0.3991 -2.5658
H11 -2.1562 -0.2369 -2.8909
H12 -1.3262 -0.9151 -1.8027
O5 -1.5348 0.3015 1.4249
H13 -1.3866 1.1617 0.9885
H14 -1.7748 -0.2341 0.6696

## Properties
**SMILES string**: [H]/N=C/N.O.O.O.O.O
**HOMO**: -9.384 eV
**Energy**: -532.1951 hartree
**Energy relative to the best compared isomer or geometry (same formula, charge and spin)**: 16.7 kcal per mole

***

DFT (the ωB97M-V functional and the def2-TZVPD basis) results for a molecular structure, C30H42BrN3O2Si3Sn at a distorted geometry.

Element x y z (Å)
Sn1 -10.7301 -12.3455 11.4501
O1 -9.7653 -13.2656 15.7148
C1 -10.2455 -14.5166 15.6681
C2 -9.6169 -15.5285 16.4176
C3 -10.1246 -16.8352 16.4605
C4 -11.3315 -17.1131 15.7659
C5 -11.9190 -16.0794 14.9913
C6 -11.3599 -14.8096 14.8631
C7 -11.9158 -13.8387 13.8257
O2 -10.8583 -12.9770 13.3772
N1 -12.4913 -14.5139 12.6826
N2 -12.8007 -13.7501 11.5795
C8 -13.9907 -13.8662 10.9967
C9 -14.2878 -13.1255 9.8674
Br1 -12.7477 -12.7887 8.7482
C10 -15.4706 -12.7807 9.2938
C11 -16.7372 -12.5681 9.9841
C12 -17.9731 -12.3617 9.2904
C13 -19.1520 -12.2176 9.9813
C14 -19.1599 -12.1776 11.3430
C15 -17.9344 -12.2987 12.0279
C16 -16.7419 -12.4677 11.3613
H1 -10.0405 -12.7831 14.8506
H2 -8.7563 -15.1132 16.9466
H3 -9.6766 -17.5803 17.0949
H4 -11.7238 -18.1429 15.7487
H5 -12.7771 -16.2736 14.3495
H6 -12.6807 -13.1525 14.2064
H7 -13.1493 -15.2179 12.9567
H8 -14.7002 -14.5064 11.4873
H9 -15.4963 -12.8283 8.2294
H10 -17.9497 -12.3777 8.1851
H11 -20.1047 -12.0406 9.5111
H12 -20.1023 -12.1882 11.9170
H13 -17.8000 -12.1438 13.1414
H14 -15.8386 -12.4811 12.0250
C17 -8.6185 -10.3168 13.8500
Si1 -8.0739 -9.9793 12.0668
C18 -6.1628 -9.8591 11.9985
C19 -8.5837 -8.1440 11.9464
C20 -8.6239 -11.3621 10.8884
Si2 -9.2135 -10.5475 9.1285
C21 -10.8203 -9.5489 9.1188
C22 -9.3245 -11.8419 7.7001
C23 -7.7928 -9.3797 8.6300
Si3 -7.3014 -12.7521 10.7881
C24 -6.1179 -12.6368 9.2414
C25 -6.2447 -13.1711 12.3902
C26 -8.3833 -14.3407 10.5611
C27 -7.6861 -15.5420 10.3016
C28 -8.3100 -16.7402 10.0465
C29 -9.7584 -16.6878 10.2276
C30 -10.3870 -15.5525 10.6412
N3 -9.7028 -14.3756 10.8609
H15 -8.5230 -11.3487 14.1066
H16 -9.6047 -10.0351 14.0281
H17 -7.9683 -9.6969 14.4861
H18 -5.8126 -8.8353 11.9951
H19 -5.6860 -10.3959 11.1551
H20 -5.8350 -10.3952 12.8724
H21 -8.3435 -7.6664 12.8957
H22 -9.6385 -8.0454 11.8811
H23 -8.0923 -7.5715 11.1064
H24 -10.6449 -8.5228 9.5108
H25 -11.5393 -9.9905 9.8523
H26 -11.3651 -9.5544 8.1648
H27 -9.4502 -12.7871 8.1729
H28 -8.4711 -11.8602 7.0830
H29 -10.2540 -11.7806 7.1097
H30 -6.8053 -9.7844 8.6327
H31 -7.7907 -8.5219 9.2770
H32 -8.1336 -9.0839 7.6278
H33 -5.0578 -12.4703 9.4432
H34 -6.2546 -11.8760 8.4566
H35 -6.2157 -13.5735 8.6815
H36 -5.9443 -14.1948 12.3473
H37 -6.7919 -13.0676 13.3510
H38 -5.3345 -12.5909 12.4261
H39 -6.6082 -15.3525 10.3504
H40 -7.6978 -17.6226 9.9118
H41 -10.3478 -17.5812 9.8808
H42 -11.4550 -15.3962 10.6539

## Properties
**HOMO**: -6.128 eV
**Energy**: -5139.8401 hartree
**Energy relative to the best compared isomer or geometry (same formula, charge and spin)**: 49.9 kcal per mole